# C4H9NO

A cluster of 2 separate species, C4H9NO in total (wB97M-V/def2-TZVPD, OMol25).

```
! wB97M-V def2-TZVPD RIJCOSX def2/J DEFGRID3
* xyz 0 1
C -0.392 -1.798 0.185
C -0.387 -0.356 -0.275
C -1.245 1.741 0.208
C 0.799 0.431 -0.210
O 0.697 1.685 -0.246
N 2.030 -0.113 -0.050
H 0.095 -1.906 1.160
H 0.115 -2.493 -0.511
H -1.416 -2.171 0.290
H -0.927 -0.175 -1.201
H -1.141 2.744 -0.209
H -2.155 1.267 -0.126
H -1.088 1.698 1.279
H 2.203 -1.065 -0.319
H 2.814 0.513 0.025
*
```

HOMO energy (spin up / spin down) (eV): -7.28 / -7.28
LUMO energy (spin up / spin down) (eV): 0.51 / 0.51
Kohn-Sham gap (spin up / spin down) (eV): 7.8 / 7.8
ΔE to the lowest compared entry with this formula, charge and spin (kcal/mol): 102.8
Electronic energy (eV): -7827.860

Atomic partial charges in e from the Mulliken method, atoms 1 to 5:
1. C -1.427
2. C -0.186
3. C -0.668
4. C 0.582
5. O -0.604

# C4H9NO

A cluster of 2 separate species, C4H9NO in total (wB97M-V/def2-TZVPD, OMol25).

```
! wB97M-V def2-TZVPD RIJCOSX def2/J DEFGRID3
* xyz 0 1
C -2.215 1.478 -0.374
O -2.258 0.351 0.463
C 1.465 -0.407 0.846
N 0.504 -0.548 0.097
C 0.597 -1.305 -1.148
C 2.443 -0.220 1.696
H -1.638 2.310 0.060
H -3.243 1.822 -0.520
H -1.791 1.254 -1.367
H 1.608 -1.681 -1.341
H -0.103 -2.143 -1.094
H 0.282 -0.659 -1.973
H 2.602 -0.925 2.504
H 3.091 0.643 1.607
H -1.344 0.031 0.544
*
```

HOMO energy (eV): -9.39
LUMO energy (eV): 0.81
SMILES string: C=C=NC.CO
Kohn-Sham gap (eV): 10.2
ΔE to the lowest compared entry with this formula, charge and spin (kcal/mol): 62.9
Electronic energy (eV): -7829.592

Atomic partial charges in e from the Mulliken method, atoms 1 to 5:
1. C -0.491
2. O -0.500
3. C 0.607
4. N -0.333
5. C -0.861

# C4H9NO

A cluster of 2 separate species, C4H9NO in total at a distorted geometry (wB97M-V/def2-TZVPD, OMol25).

```
! wB97M-V def2-TZVPD RIJCOSX def2/J DEFGRID3
* xyz 0 1
C 0.171 1.782 0.762
C 0.017 0.744 -0.184
N 0.417 -0.603 0.108
C -0.085 -1.513 -0.928
C -0.044 -1.077 1.379
O -0.126 1.039 -1.412
H -1.688 0.589 -0.064
H 0.900 1.394 1.505
H -0.332 2.726 0.746
H -1.171 -1.669 -0.910
H 0.412 -2.469 -0.878
H 0.166 -1.016 -1.882
H -1.151 -1.206 1.439
H 0.335 -2.067 1.695
H 0.298 -0.380 2.156
*
```

HOMO energy (eV): -8.46
LUMO energy (eV): -2.39
Kohn-Sham gap (eV): 6.1
ΔE to the lowest compared entry with this formula, charge and spin (kcal/mol): 163.2
Electronic energy (eV): -7825.242

Atomic partial charges in e from the Mulliken method, atoms 1 to 5:
1. C -0.474
2. C 0.283
3. N -0.092
4. C -0.925
5. C -0.892

# C4H9NO

The molecule C4H9NO (wB97M-V/def2-TZVPD, OMol25).

```
! wB97M-V def2-TZVPD RIJCOSX def2/J DEFGRID3
* xyz 0 1
C -1.559 1.128 0.129
C -0.623 1.338 -1.036
N 0.185 0.308 -1.236
C 0.262 -0.980 -0.531
C 1.074 -0.909 0.792
O 1.237 0.388 1.315
H -0.971 1.094 1.056
H -2.269 1.953 0.200
H -2.131 0.189 0.086
H -0.757 -1.319 -0.341
H 0.829 0.400 -2.012
H 0.728 -1.706 -1.205
H 2.051 -1.394 0.650
H 0.539 -1.478 1.557
H 1.407 0.989 0.576
*
```

HOMO energy (eV): -8.04
LUMO energy (eV): 0.81
Kohn-Sham gap (eV): 8.8
ΔE to the lowest compared entry with this formula, charge and spin (kcal/mol): 75.9
Electronic energy (eV): -7829.027

Atomic partial charges in e from the Mulliken method, atoms 1 to 5:
1. C -0.751
2. C -0.205
3. N -0.172
4. C -0.456
5. C -0.407

# C4H9NO

The molecule C4H9NO (wB97M-V/def2-TZVPD, OMol25).

```
! wB97M-V def2-TZVPD RIJCOSX def2/J DEFGRID3
* xyz 0 1
C 1.444 -0.078 -0.297
N 0.003 -0.022 -0.338
C -0.524 0.407 -1.608
C -0.647 0.354 0.898
C -0.645 -0.893 1.786
O -1.329 -1.853 1.538
H 1.932 0.891 -0.516
H 1.797 -0.811 -1.033
H 1.787 -0.410 0.689
H -0.243 -0.330 -2.372
H -1.616 0.441 -1.580
H -0.143 1.388 -1.948
H -1.693 0.617 0.705
H -0.181 1.206 1.427
H 0.057 -0.906 2.650
*
```

HOMO energy (eV): -8.38
LUMO energy (eV): 1.01
SMILES string: CN(C)CC=O
Kohn-Sham gap (eV): 9.4
ΔE to the lowest compared entry with this formula, charge and spin (kcal/mol): 46.8
Electronic energy (eV): -7830.289

Atomic partial charges in e from the Mulliken method, atoms 1 to 5:
1. C -0.962
2. N 0.079
3. C -1.006
4. C -0.532
5. C 0.018

# C4H9NO

The molecule C4H9NO (wB97M-V/def2-TZVPD, OMol25).

```
! wB97M-V def2-TZVPD RIJCOSX def2/J DEFGRID3
* xyz 0 1
C 0.345 -2.211 -0.390
O 0.418 -0.850 -0.030
C -0.615 -0.068 -0.580
C -0.484 1.352 -0.083
C -0.120 1.626 1.320
N 0.829 1.894 0.235
H 1.365 -2.568 -0.567
H -0.236 -2.346 -1.314
H -0.116 -2.808 0.410
H -1.605 -0.467 -0.308
H -0.540 -0.085 -1.680
H -1.145 2.050 -0.597
H 0.079 0.774 1.968
H -0.524 2.506 1.815
H 1.499 1.126 0.203
*
```

HOMO energy (eV): -9.33
LUMO energy (eV): 1.02
SMILES string: COC[C@H]1CN1
Kohn-Sham gap (eV): 10.4
ΔE to the lowest compared entry with this formula, charge and spin (kcal/mol): 58.8
Electronic energy (eV): -7829.772

Atomic partial charges in e from the Mulliken method, atoms 1 to 5:
1. C -0.743
2. O -0.334
3. C -0.479
4. C -0.018
5. C -0.402

# C4H9NO

A structure of composition C4H9NO at a distorted geometry (wB97M-V/def2-TZVPD, OMol25).

```
! wB97M-V def2-TZVPD RIJCOSX def2/J DEFGRID3
* xyz 0 1
C 0.427 -1.563 0.213
N -0.466 -0.415 0.339
C -0.185 0.427 1.535
C -0.975 0.227 -0.854
C -0.082 1.075 -1.529
O 0.979 1.792 -1.068
H 1.536 -1.291 0.143
H 0.179 -2.097 -0.707
H 0.296 -2.235 1.065
H -1.057 0.336 2.185
H 0.747 0.106 2.040
H -0.069 1.462 1.192
H -2.033 0.172 -1.006
H 0.990 0.610 -1.012
H -0.287 1.394 -2.536
*
```

HOMO energy (eV): -8.39
LUMO energy (eV): 0.50
Kohn-Sham gap (eV): 8.9
ΔE to the lowest compared entry with this formula, charge and spin (kcal/mol): 130.3
Electronic energy (eV): -7826.668

Atomic partial charges in e from the Mulliken method, atoms 1 to 5:
1. C -0.971
2. N -0.202
3. C -0.832
4. C -0.413
5. C -0.216

# C4H9NO

The molecule C4H9NO at a distorted geometry (wB97M-V/def2-TZVPD, OMol25).

```
! wB97M-V def2-TZVPD RIJCOSX def2/J DEFGRID3
* xyz 0 1
C 0.144 -0.754 -1.267
N 0.423 -0.181 0.000
C 1.774 0.129 0.334
C -0.573 0.441 0.733
O -0.750 0.150 2.012
C -1.987 0.243 0.411
H 0.759 -1.645 -1.376
H -0.897 -1.062 -1.450
H 0.411 -0.071 -2.080
H 2.263 0.767 -0.417
H 2.353 -0.795 0.420
H 1.843 0.637 1.304
H -2.689 -0.435 0.861
H -2.561 1.026 -0.076
H -0.512 1.550 0.590
*
```

HOMO energy (spin up / spin down) (eV): -8.35 / -8.35
LUMO energy (spin up / spin down) (eV): -0.57 / -0.79
Kohn-Sham gap (spin up / spin down) (eV): 7.8 / 7.6
ΔE to the lowest compared entry with this formula, charge and spin (kcal/mol): 123.7
Electronic energy (eV): -7826.958

Atomic partial charges in e from the Mulliken method, atoms 1 to 5:
1. C -0.982
2. N 0.097
3. C -1.025
4. C 0.788
5. O -0.550

# C4H9NO

The molecule C4H9NO (wB97M-V/def2-TZVPD, OMol25).

```
! wB97M-V def2-TZVPD RIJCOSX def2/J DEFGRID3
* xyz 0 1
C 1.230 -1.275 0.048
C 1.685 0.123 0.464
O 0.741 0.782 1.330
C -0.483 0.900 0.794
N -0.683 0.735 -0.439
C -2.011 0.489 -0.932
H 1.170 -1.945 0.910
H 0.253 -1.252 -0.436
H 1.931 -1.688 -0.682
H 2.599 0.073 1.060
H 1.862 0.755 -0.412
H -1.239 1.100 1.564
H -2.742 0.259 -0.141
H -1.949 -0.385 -1.595
H -2.367 1.329 -1.534
*
```

HOMO energy (eV): -9.30
LUMO energy (eV): 1.15
SMILES string: CCO/C=N/C
Kohn-Sham gap (eV): 10.4
ΔE to the lowest compared entry with this formula, charge and spin (kcal/mol): 39.3
Electronic energy (eV): -7830.617

Atomic partial charges in e from the Mulliken method, atoms 1 to 5:
1. C -0.868
2. C -0.262
3. O -0.354
4. C 0.117
5. N -0.458

# C4H9NO

A cluster of 2 separate species, C4H9NO in total at a distorted geometry (wB97M-V/def2-TZVPD, OMol25).

```
! wB97M-V def2-TZVPD RIJCOSX def2/J DEFGRID3
* xyz 0 1
C 1.824 -1.066 -0.358
C 2.454 0.944 0.698
N 1.786 -0.123 0.761
H 2.228 -0.488 -1.204
H 0.863 -1.477 -0.641
H 2.544 -1.858 -0.152
H 2.208 1.656 1.478
H 3.159 1.118 -0.122
O -3.701 0.756 -1.266
C -3.054 -0.030 -0.636
C -1.963 0.365 0.355
H -3.164 -1.110 -0.794
H -1.721 1.419 0.264
H -1.077 -0.261 0.276
H -2.384 0.155 1.340
*
```

HOMO energy (eV): -9.72
LUMO energy (eV): 0.92
SMILES string: C=NC.CC=O
Kohn-Sham gap (eV): 10.6
ΔE to the lowest compared entry with this formula, charge and spin (kcal/mol): 56.6
Electronic energy (eV): -7829.865

Atomic partial charges in e from the Mulliken method, atoms 1 to 5:
1. C -0.717
2. C -0.262
3. N -0.348
4. H 0.276
5. H 0.242

# C4H9NO

A cluster of 2 separate species, C4H9NO in total (wB97M-V/def2-TZVPD, OMol25).

```
! wB97M-V def2-TZVPD RIJCOSX def2/J DEFGRID3
* xyz 0 1
C -1.394 0.947 0.260
C -0.622 0.569 -1.006
C 0.912 -1.826 0.694
N 1.334 -0.775 1.264
C 0.877 0.810 -0.965
O 1.644 0.258 -1.717
H -2.434 1.195 0.023
H -1.404 0.126 0.985
H -0.953 1.820 0.757
H -0.982 1.160 -1.861
H -0.777 -0.482 -1.278
H 1.071 -1.938 -0.382
H 0.370 -2.635 1.197
H 1.121 -0.794 2.262
H 1.236 1.564 -0.233
*
```

HOMO energy (eV): -9.48
LUMO energy (eV): 1.01
SMILES string: CCC=O.C=N
Kohn-Sham gap (eV): 10.5
ΔE to the lowest compared entry with this formula, charge and spin (kcal/mol): 48.1
Electronic energy (eV): -7830.233

Atomic partial charges in e from the Mulliken method, atoms 1 to 5:
1. C -1.017
2. C -0.143
3. C -0.373
4. N -0.420
5. C -0.130

# C4H9NO

A cluster of 2 separate species, C4H9NO in total at a distorted geometry (wB97M-V/def2-TZVPD, OMol25).

```
! wB97M-V def2-TZVPD RIJCOSX def2/J DEFGRID3
* xyz 0 1
N -0.591 -0.103 -1.956
C -1.327 0.800 -1.195
C -2.002 1.836 -1.702
C -1.477 -0.786 0.718
C -1.458 0.452 0.234
H -0.661 0.103 -2.946
H -0.563 -1.053 -1.634
H -2.405 2.539 -0.987
H -2.308 1.937 -2.735
H -1.342 -1.013 1.767
H -1.793 -1.626 0.120
H -1.473 1.273 0.946
H 5.393 -2.096 2.834
H 5.870 -0.687 3.394
O 6.138 -1.575 3.142
*
```

HOMO energy (eV): -8.11
LUMO energy (eV): 0.94
SMILES string: C=CC(=C)N.O
Kohn-Sham gap (eV): 9.0
ΔE to the lowest compared entry with this formula, charge and spin (kcal/mol): 55.8
Electronic energy (eV): -7829.899

Atomic partial charges in e from the Mulliken method, atoms 1 to 5:
1. N -0.473
2. C 0.701
3. C -0.985
4. C -0.824
5. C -0.154

# C4H9NO

The molecule C4H9NO at a distorted geometry (wB97M-V/def2-TZVPD, OMol25).

```
! wB97M-V def2-TZVPD RIJCOSX def2/J DEFGRID3
* xyz 0 1
C -0.730 2.192 0.568
N 0.275 1.090 0.505
C -0.325 -0.282 0.142
C 0.605 -1.084 -0.806
C 0.861 -2.490 -0.298
O 0.112 -3.057 0.501
H -0.290 3.100 1.157
H -1.715 1.975 1.106
H -1.244 2.332 -0.511
H 1.074 1.728 0.728
H -1.309 0.070 -0.277
H -0.393 -0.583 1.213
H 0.187 -1.428 -1.752
H 1.489 -0.533 -1.147
H 1.402 -3.030 -1.129
*
```

HOMO energy (eV): -7.97
LUMO energy (eV): 0.80
SMILES string: CNCCC=O
Kohn-Sham gap (eV): 8.8
ΔE to the lowest compared entry with this formula, charge and spin (kcal/mol): 99.1
Electronic energy (eV): -7828.021

Atomic partial charges in e from the Mulliken method, atoms 1 to 5:
1. C -0.883
2. N -0.321
3. C -0.280
4. C -0.585
5. C 0.028

# C4H9NO

The molecule C4H9NO at a distorted geometry (wB97M-V/def2-TZVPD, OMol25).

```
! wB97M-V def2-TZVPD RIJCOSX def2/J DEFGRID3
* xyz 0 1
C 1.761 -0.276 0.595
C 0.833 -0.952 -0.498
C -0.510 -0.394 -0.312
C -0.684 1.149 -0.290
H 1.927 0.836 0.215
H 2.788 -0.701 0.552
H 1.310 -0.372 1.594
H 0.682 -2.070 -0.469
H 1.106 -0.663 -1.489
H -1.907 1.440 -0.463
H -0.457 1.667 0.843
H -0.041 1.667 -1.143
H -2.616 0.431 0.627
N -1.465 -1.186 -0.122
O -2.725 -0.577 0.360
*
```

HOMO energy (eV): -9.67
LUMO energy (eV): 0.68
SMILES string: CC/C(C)=N/O
Kohn-Sham gap (eV): 10.4
ΔE to the lowest compared entry with this formula, charge and spin (kcal/mol): 97.5
Electronic energy (eV): -7828.093

Atomic partial charges in e from the Mulliken method, atoms 1 to 5:
1. C -0.990
2. C -0.404
3. C 0.763
4. C -1.263
5. H 0.229

# C4H9NO

A structure of composition C4H9NO at a distorted geometry (wB97M-V/def2-TZVPD, OMol25).

```
! wB97M-V def2-TZVPD RIJCOSX def2/J DEFGRID3
* xyz 0 1
C 0.847 0.743 2.136
N 0.414 -0.429 1.319
C 0.320 -0.310 -0.160
C -0.902 -0.776 -0.951
C -0.850 -0.075 -2.208
O -1.601 -0.191 -3.190
H 1.315 0.289 2.983
H 0.076 1.469 2.383
H 1.620 1.221 1.513
H -0.396 -0.918 1.668
H 1.298 -0.733 -0.497
H 0.448 0.753 -0.411
H -1.151 -1.822 -0.927
H -1.541 0.350 -1.193
H 0.104 0.428 -2.466
*
```

HOMO energy (eV): -8.86
LUMO energy (eV): 0.42
Kohn-Sham gap (eV): 9.3
ΔE to the lowest compared entry with this formula, charge and spin (kcal/mol): 112.8
Electronic energy (eV): -7827.427

Atomic partial charges in e from the Mulliken method, atoms 1 to 5:
1. C -0.830
2. N -0.297
3. C -0.628
4. C -0.337
5. C 0.083

# C4H9NO

A cluster of 2 separate species, C4H9NO in total at a distorted geometry (wB97M-V/def2-TZVPD, OMol25).

```
! wB97M-V def2-TZVPD RIJCOSX def2/J DEFGRID3
* xyz 1 2
C -0.968 1.428 1.525
C -2.263 1.436 -0.404
N -1.097 1.619 0.065
H -1.550 2.162 2.088
H -1.233 0.429 1.869
H 0.068 1.672 1.765
H -2.401 1.570 -1.471
H -3.106 1.167 0.238
C 2.148 -1.886 -1.615
C 1.202 -1.628 -0.635
O 1.535 -1.374 0.614
H 1.848 -2.110 -2.629
H 3.184 -1.913 -1.289
H 0.144 -1.388 -0.710
H 2.489 -1.185 0.587
*
```

HOMO energy (spin up / spin down) (eV): -12.81 / -12.79
LUMO energy (spin up / spin down) (eV): -5.19 / -9.04
Kohn-Sham gap (spin up / spin down) (eV): 7.6 / 3.7
ΔE to the lowest compared entry with this formula, charge and spin (kcal/mol): 68.8
Electronic energy (eV): -7820.313

Atomic partial charges in e from the Mulliken method, atoms 1 to 5:
1. C -0.860
2. C -0.250
3. N -0.424
4. H 0.399
5. H 0.324

# C4H9NO2

A structure of composition C4H9NO2 (wB97M-V/def2-TZVPD, OMol25).

```
! wB97M-V def2-TZVPD RIJCOSX def2/J DEFGRID3
* xyz 0 1
C -1.797 -0.783 -0.129
N -1.703 0.654 0.198
C -0.759 1.370 0.807
O 0.464 0.980 1.174
C 1.137 -0.209 0.718
C 1.772 0.046 -0.638
O 0.824 0.224 -1.668
H -2.797 -0.972 -0.533
H -1.056 -1.036 -0.895
H -1.642 -1.430 0.743
H -2.003 1.481 1.066
H 1.914 -0.396 1.466
H 0.468 -1.070 0.684
H 2.448 0.910 -0.559
H 2.375 -0.824 -0.920
H 0.355 1.057 -1.512
*
```

HOMO energy (eV): -8.60
LUMO energy (eV): 0.87
Kohn-Sham gap (eV): 9.5
ΔE to the lowest compared entry with this formula, charge and spin (kcal/mol): 126.6
Electronic energy (eV): -9874.572

Atomic partial charges in e from the Mulliken method, atoms 1 to 5:
1. C -0.769
2. N -0.211
3. C -0.321
4. O -0.270
5. C -0.281